Density functional theory data (wB97M-V/def2-TZVPD) for C24H30InN7S2Se3SiTe as an isolated structure at a distorted geometry.

Summary:
ΔE to the lowest compared entry with this formula, charge and spin = 69.3 kJ/mol
Calculated total energy = -10064.247043 hartree
LUMO energy = -1.41 eV

Structure (XYZ):
```
69
Properties=species:S:1:pos:R:3:forces:R:3
In 10.730 11.195 7.758 -0.6793 0.0356 -1.6361
Se 8.354 10.807 5.991 1.0940 -0.2233 0.4010
Se 8.250 12.483 4.395 0.0936 -0.2797 -0.2629
Te 9.710 14.499 5.006 -0.3135 0.3414 0.0418
Se 11.330 13.858 6.752 0.2020 -1.3018 0.6323
C 14.644 7.111 6.190 0.0727 0.8575 -0.2188
Si 15.750 8.374 7.109 -1.4227 0.2645 0.1260
C 16.040 9.957 6.146 0.4093 -1.3402 -0.8186
C 17.336 7.605 7.657 1.9879 -0.0449 -1.6443
C 14.753 8.750 8.699 0.1506 -0.6752 -0.1503
C 15.274 8.382 9.909 -0.3988 -0.8794 2.2839
C 14.475 8.237 11.085 0.6744 0.5594 -0.8089
C 13.125 8.481 10.960 0.9707 -0.3072 -0.6852
N 12.567 8.794 9.795 0.5023 1.2417 -1.7178
C 13.369 9.006 8.710 -0.9089 -0.0697 0.5685
S 12.772 9.704 7.194 -1.1629 0.2195 0.3771
H 14.152 6.395 6.875 0.2904 0.3504 -0.3835
H 15.193 6.587 5.396 -0.1027 -0.0253 0.2825
H 13.878 7.746 5.692 0.2924 -0.6863 0.3163
H 16.790 9.672 5.403 0.0287 0.0844 -0.3190
H 16.525 10.707 6.719 0.2179 0.7867 0.7652
H 15.186 10.358 5.616 -0.1763 0.0116 0.1156
H 17.835 7.063 6.784 -0.7723 0.6525 0.8453
H 17.260 6.856 8.416 -0.2139 -0.4006 0.6234
H 18.111 8.343 7.947 -0.5214 -0.2594 0.1161
H 16.304 8.090 10.064 0.2154 0.1913 -0.4112
H 14.950 7.965 12.025 -0.2524 0.0679 -0.1539
H 12.442 8.423 11.766 -0.5119 -0.2688 0.9209
N 9.780 9.410 9.204 -0.7660 1.0778 0.4580
C 9.636 8.072 8.621 1.0552 -1.7440 0.7900
C 8.205 7.714 8.199 0.7748 0.4936 -0.6434
C 8.088 6.222 7.808 1.3264 0.1589 -0.5508
C 7.501 5.887 6.407 -2.0906 1.3525 0.2203
N 8.178 4.900 5.624 -0.8816 -1.6353 -0.2004
H 10.581 9.485 9.856 -0.2374 -0.7129 -0.5978
H 8.929 9.623 9.781 0.9478 -0.1233 -0.9537
H 9.950 7.363 9.440 -0.1203 0.2087 -0.9832
H 10.327 7.917 7.736 -0.6093 0.3952 1.0809
H 8.022 8.374 7.343 -0.5281 -0.2018 0.0524
H 7.536 7.986 9.008 -0.3582 0.0138 0.1018
H 7.601 5.674 8.610 -0.3722 -0.0886 -0.1435
H 9.109 5.809 7.830 -0.0659 0.0820 -0.1234
H 7.293 6.770 5.748 0.4517 0.0906 1.0255
H 6.476 5.541 6.644 0.3483 -0.2420 -0.4349
H 9.094 5.173 5.365 0.8115 0.3729 -0.3826
H 7.628 4.655 4.780 0.7255 0.3128 0.8760
S 9.714 15.668 13.927 0.6934 -0.6469 -1.1618
N 8.680 14.664 13.167 1.5340 -0.6376 -0.4049
C 9.419 13.913 12.310 0.1140 2.2009 1.5826
C 8.808 13.173 11.261 -0.6271 -0.4559 -0.5614
C 7.406 13.125 11.094 0.5098 -0.0148 -0.2775
C 6.891 12.765 9.870 0.2156 -1.1220 -0.1026
C 7.785 12.123 8.946 1.0188 1.0889 0.7476
N 9.141 12.095 9.151 -2.0950 0.7958 0.6973
C 9.646 12.682 10.272 -1.6689 -0.2279 -0.5847
C 11.068 12.750 10.441 3.6211 0.0963 -0.4790
N 11.830 12.076 9.552 1.8089 -0.8878 0.9594
C 13.204 11.955 9.745 -2.3419 0.5860 -0.1464
C 13.840 12.697 10.727 -0.2164 0.1117 -0.9971
C 13.128 13.573 11.507 0.6399 0.4457 0.3998
C 11.769 13.537 11.412 -3.6072 0.3223 0.6728
C 10.829 14.253 12.316 -0.2515 0.7134 0.3039
N 11.122 15.273 13.139 -0.9967 -1.1164 0.1755
H 6.788 13.379 11.942 -0.1424 0.4222 -0.1180
H 5.795 12.853 9.693 1.1052 -0.3365 -0.0898
H 7.438 11.666 8.006 0.2686 0.2882 0.4709
H 13.751 11.286 9.072 -0.4077 0.5057 0.1386
H 14.895 12.721 10.724 1.0073 -0.2627 0.2413
H 13.621 14.294 12.180 -0.3585 -0.5820 -0.2626
```
Positions in Å, forces in eV/Å.

The natural (NBO) scheme yields these atomic charges, measured in e: 1.201 -0.443 -0.189 0.184 -0.571 -1.106 1.639 -1.107 -1.148 -0.517 -0.146 -0.286 0.035 -0.529 0.108 -0.268 0.242 0.236 0.256 0.229 0.237 0.262 0.250 0.243 0.244 0.211 0.220 0.188 -0.872 -0.212 -0.412 -0.409 -0.214 -0.842 0.426 0.378 0.179 0.218 0.222 0.189 0.210 0.204 0.169 0.183 0.356 0.364 0.902 -0.583 0.087 -0.109 -0.104 -0.230 0.078 -0.526 0.221 0.268 -0.532 0.089 -0.238 -0.110 -0.119 0.196 -0.591 0.241 0.245 0.271 0.252 0.234 0.249

Density functional theory data (wB97M-V/def2-TZVPD) for a 2-piece molecular cluster, C9H10NOP overall at a distorted geometry.

Summary:
ΔE to the lowest compared entry with this formula, charge and spin = 244.2 kJ/mol
Calculated total energy = -820.197413 hartree
LUMO energy (spin up / spin down) = -2.33 / -2.33 eV

Structure (XYZ):
```
22
Properties=species:S:1:pos:R:3:forces:R:3
C -5.636 -0.424 -0.035 2.8821 1.0294 0.8953
C 1.722 0.880 -0.485 -0.0571 -0.0263 -0.0091
C 1.615 -1.241 0.609 0.0617 0.0566 -0.0059
C 0.366 0.816 -0.741 0.0129 0.0383 -0.0143
C 0.258 -1.306 0.360 -0.0608 -0.0414 0.0398
C 2.366 -0.149 0.189 0.0364 -0.0578 0.0589
C -0.379 -0.283 -0.332 0.0107 0.1538 0.2331
C 3.843 -0.103 0.434 0.0168 0.0368 -0.0237
C -1.859 -0.331 -0.586 -0.5684 0.1416 0.2545
N -6.620 -0.825 -0.469 -1.2484 -0.4948 -0.5073
O -2.490 2.022 0.269 -0.0872 -1.2172 -0.0355
P -2.666 0.515 0.846 -0.7594 0.1181 -1.3021
H 2.286 1.740 -0.814 0.0797 0.0858 -0.0404
H 2.103 -2.045 1.140 0.0302 -0.0967 0.0581
H -0.123 1.621 -1.268 -0.0521 0.1119 -0.0647
H -0.308 -2.164 0.695 -0.0652 -0.0885 0.0150
H 4.192 0.928 0.484 0.0805 -0.0360 0.0144
H 4.102 -0.612 1.360 0.0517 0.0152 0.0278
H 4.369 -0.603 -0.381 0.0924 0.0141 -0.0073
H -2.220 -1.358 -0.635 -0.1398 0.0596 -0.0001
H -2.127 0.205 -1.497 -0.1293 -0.0831 0.0351
H -2.794 2.714 0.857 -0.1873 0.2806 0.3785
```
Positions in Å, forces in eV/Å.

The natural (NBO) scheme yields these atomic charges, measured in e: -0.120 -0.212 -0.206 -0.147 -0.188 0.001 -0.101 -0.630 -0.812 -0.584 -0.962 1.371 0.214 0.217 0.212 0.217 0.220 0.221 0.228 0.272 0.271 0.521

Density functional theory data (wB97M-V/def2-TZVPD) for C6H12O in the gas phase.

Summary:
ΔE to the lowest compared entry with this formula, charge and spin = 269.2 kJ/mol
Calculated total energy = -310.956749 hartree
LUMO energy = 1.10 eV

Structure (XYZ):
```
19
Properties=species:S:1:pos:R:3:forces:R:3
C -2.411 -1.264 -0.537 -0.0566 -0.0689 0.0143
C -1.248 -0.278 -0.545 -0.0525 -0.0601 0.0720
C -1.682 1.095 0.000 -0.0223 0.1210 0.0409
C -0.152 -0.676 0.418 0.1884 0.1837 -0.5445
O 0.979 -0.460 -0.204 -0.4217 -0.0677 0.2684
C 2.174 -0.472 0.601 0.2766 -0.0130 0.1296
C 2.888 0.836 0.323 0.0174 0.0425 0.0050
H -3.239 -0.880 -1.143 0.1169 -0.0598 0.0931
H -2.113 -2.235 -0.948 -0.0454 0.1248 0.0731
H -2.773 -1.425 0.485 0.0560 0.0256 -0.1289
H -0.859 -0.150 -1.567 -0.0262 -0.0413 0.1440
H -2.030 1.001 1.035 0.0293 0.0169 -0.1596
H -2.495 1.507 -0.607 0.1021 -0.0852 0.0515
H -0.849 1.808 -0.012 -0.1452 -0.0916 -0.0155
H 1.867 -0.578 1.644 0.0588 0.0092 -0.1470
H 2.772 -1.338 0.303 -0.0994 0.0994 0.0000
H 2.186 1.665 0.464 0.1483 -0.0746 0.0338
H 3.251 0.868 -0.708 -0.0415 0.0109 0.1432
H 3.735 0.978 0.999 -0.0827 -0.0718 -0.0734
```
Positions in Å, forces in eV/Å.

The natural (NBO) scheme yields these atomic charges, measured in e: -0.599 -0.380 -0.601 0.278 -0.503 -0.068 -0.630 0.207 0.210 0.214 0.196 0.217 0.216 0.209 0.203 0.184 0.215 0.214 0.219